Entry 1:
Molecular formula: C51H40Cl3F5LuPSb2Si
Method: DFT, ωB97M-V/def2-TZVPD

CARTESIAN COORDINATES (ANGSTROEM)
Lu -1.638270 -0.891223 -0.583280
C 3.752397 -0.001884 2.229588
C 2.489935 0.365666 2.977991
C 2.341940 -0.349532 4.327340
Sb 0.084025 -0.330072 4.734025
C -0.211277 -1.379336 6.699503
C 0.314929 -2.622859 6.801017
C 0.054558 -3.444047 7.881214
C -0.739398 -2.971431 8.913228
C -1.375489 -1.703728 8.780426
C -1.046329 -0.946534 7.697102
C -0.134357 1.748673 5.100585
C 0.001395 2.282373 6.402688
C -0.837949 3.351230 6.763628
C -1.761725 3.849631 5.807114
C -1.712073 3.466903 4.484462
C -0.866415 2.436918 4.137341
Sb 3.205732 -0.525780 0.080919
C 5.121935 -0.711698 -0.964100
C 6.187803 0.017026 -0.416240
C 7.473004 -0.110002 -0.982265
C 7.639863 -0.906191 -2.109196
C 6.577822 -1.552731 -2.674435
C 5.309897 -1.386006 -2.154612
C 2.774806 1.438458 -0.793218
C 1.368370 1.669366 -1.200081
C 1.080049 3.002711 -1.914908
C 2.219093 3.835090 -2.181992
C 3.405190 3.616228 -1.587184
C 3.774763 2.353219 -0.969600
H 4.337368 -0.795096 2.727518
H 4.477163 0.785321 2.020371
H 1.544112 0.130460 2.430602
H 2.409880 1.423161 3.296411
H 2.817284 0.190818 5.130799
H 2.572062 -1.416491 4.330733
H 0.935051 -2.964993 5.960565
H 0.445035 -4.478386 7.995359
H -0.822739 -3.536255 9.845271
H -2.220231 -1.401124 9.401216
H -1.541648 -0.009019 7.634588
H 0.809761 1.862323 7.106107
H -0.738360 3.734530 7.779355
H -2.402504 4.648921 6.099248
H -2.394026 3.991040 3.761683
H -0.749484 2.191991 3.100780
H 5.983403 0.533818 0.509326
H 8.357248 0.338694 -0.546877
H 8.669616 -1.012019 -2.481337
H 6.700408 -2.152547 -3.613549
H 4.498460 -1.919641 -2.651967
H 1.054859 0.747867 -1.730819
H 0.444478 2.736614 -2.776697
H 2.059105 4.830539 -2.649348
H 4.201091 4.339509 -1.537405
H 4.792198 2.246646 -0.783720
C -1.393438 -5.254540 -5.690568
C -0.774244 -5.053587 -4.479165
C -0.728190 -3.785995 -3.906015
C -1.435753 -2.717341 -4.451379
C -2.008927 -2.863998 -5.756098
C -1.995108 -4.146797 -6.376085
P -1.726118 -1.220986 -3.476514
C -1.918957 0.212755 -4.541373
C -1.112230 0.271826 -5.692234
C -1.198639 1.446142 -6.465707
C -2.008978 2.516601 -6.069835
C -2.787451 2.435131 -4.948661
C -2.802904 1.250024 -4.210657
C -3.367928 -1.520667 -2.760535
C -4.432771 -1.508821 -3.681920
C -5.745161 -1.491131 -3.207395
C -6.009486 -1.264767 -1.853198
C -4.943135 -1.308997 -0.973462
C -3.649329 -1.425666 -1.404680
H -1.277772 -6.242584 -6.125379
H -0.227660 -5.873728 -3.956755
H -0.391302 -3.643091 -2.877616
H -2.592613 -2.111640 -6.207598
H -2.332407 -4.282075 -7.429506
H -0.386813 -0.567354 -6.021318
H -0.610391 1.446714 -7.404056
H -1.869615 3.462003 -6.639009
H -3.313878 3.326907 -4.683609
H -3.499483 1.045744 -3.387797
H -4.247698 -1.737977 -4.726754
H -6.504977 -1.542233 -3.978284
H -7.049301 -1.058610 -1.559788
H -5.008637 -1.335315 0.105941
F -3.084734 0.850376 0.138790
C -2.014132 1.642138 -0.210734
C -0.755101 1.064583 -0.016202
C 0.303638 2.050400 -0.025490
F 0.817344 2.277401 1.234530
C 0.102301 3.470039 -0.805055
F 0.753386 4.522805 -0.128759
C -1.317339 3.690218 -1.154246
F -1.652352 4.810856 -1.807008
C -2.346416 2.853712 -0.781427
F -3.609497 3.242397 -1.008208
Cl -0.460913 -2.530029 0.884035
Si -2.687722 -3.394111 0.452097
Cl -2.668136 -5.394307 0.012178
Cl -3.122856 -3.259505 2.407198

Forces on atoms 1 to 3 (eV/Å):
Lu -0.0095 -2.2444 -0.4018
C 0.8072 -0.1428 -1.6178
C -1.1651 0.1049 1.1491

Summary:
HOMO-LUMO gap in eV: 6.30
Maximum force in Eh/bohr: 0.0934
E_HOMO in eV: -7.11
Total energy in Ha: -6193.97363

Here are the Mulliken charges for atoms 1 to 99, given in e: atom 1 (Lu): -0.10, atom 2 (C): -1.08, atom 3 (C): 0.52, atom 4 (C): -1.52, atom 5 (Sb): 0.69, atom 6 (C): -0.02, atom 7 (C): -0.24, atom 8 (C): -0.62, atom 9 (C): -0.33, atom 10 (C): -0.61, atom 11 (C): -0.12, atom 12 (C): 0.22, atom 13 (C): -0.27, atom 14 (C): -0.56, atom 15 (C): -0.58, atom 16 (C): -0.56, atom 17 (C): -0.27, atom 18 (Sb): 0.47, atom 19 (C): 0.09, atom 20 (C): 0.12, atom 21 (C): -0.84, atom 22 (C): -0.25, atom 23 (C): -0.50, atom 24 (C): -0.48, atom 25 (C): -0.36, atom 26 (C): 0.03, atom 27 (C): 0.16, atom 28 (C): -1.28, atom 29 (C): -0.53, atom 30 (C): -0.56, atom 31 (H): 0.56, atom 32 (H): 0.46, atom 33 (H): -0.31, atom 34 (H): 0.15, atom 35 (H): 0.41, atom 36 (H): 0.64, atom 37 (H): 0.25, atom 38 (H): 0.32, atom 39 (H): 0.35, atom 40 (H): 0.35, atom 41 (H): 0.36, atom 42 (H): 0.30, atom 43 (H): 0.38, atom 44 (H): 0.38, atom 45 (H): 0.33, atom 46 (H): 0.37, atom 47 (H): 0.27, atom 48 (H): 0.39, atom 49 (H): 0.33, atom 50 (H): 0.30, atom 51 (H): 0.35, atom 52 (H): 0.07, atom 53 (H): 0.44, atom 54 (H): 0.30, atom 55 (H): 0.41, atom 56 (H): 0.56, atom 57 (C): -0.50, atom 58 (C): -0.51, atom 59 (C): -0.49, atom 60 (C): 0.73, atom 61 (C): -0.63, atom 62 (C): -0.80, atom 63 (P): 0.90, atom 64 (C): 0.82, atom 65 (C): -0.62, atom 66 (C): -0.54, atom 67 (C): -0.51, atom 68 (C): -0.77, atom 69 (C): -0.54, atom 70 (C): 0.22, atom 71 (C): -0.33, atom 72 (C): -0.53, atom 73 (C): -1.01, atom 74 (C): -0.05, atom 75 (C): 0.37, atom 76 (H): 0.36, atom 77 (H): 0.35, atom 78 (H): 0.34, atom 79 (H): 0.47, atom 80 (H): 0.34, atom 81 (H): 0.30, atom 82 (H): 0.36, atom 83 (H): 0.32, atom 84 (H): 0.47, atom 85 (H): 0.43, atom 86 (H): 0.17, atom 87 (H): 0.39, atom 88 (H): 0.35, atom 89 (H): 0.47, atom 90 (F): -0.43, atom 91 (C): 0.80, atom 92 (C): -1.10, atom 93 (C): 1.89, atom 94 (F): -0.42, atom 95 (C): 1.32, atom 96 (F): -0.44, atom 97 (C): -0.14, atom 98 (F): -0.39, atom 99 (C): 0.09

Entry 2:
Molecular formula: C51H40ClGeIN3O10SV
Method: DFT, ωB97M-V/def2-TZVPD

CARTESIAN COORDINATES (ANGSTROEM)
V 0.778104 -0.073516 1.407838
C -5.178036 1.682951 4.991715
C -3.922774 0.855946 4.742428
C -2.691418 0.986095 5.386426
C -1.683385 0.037310 5.283459
C -1.819316 -1.051814 4.435011
C -2.982458 -1.142201 3.677510
C -3.990529 -0.189368 3.871147
S -0.429027 -2.135340 4.170729
O -0.881158 -3.124318 3.203404
O 0.010295 -2.539790 5.502810
N 0.646454 -1.220088 3.412157
C 1.848245 -0.852974 4.215047
C 2.926979 -0.440723 3.198786
O 4.097281 -0.395074 3.501548
O 2.527119 -0.091626 2.017441
H -5.866086 1.644705 4.152120
H -4.849469 2.807010 5.071546
H -5.577020 1.359117 5.968387
H -2.607388 1.818322 6.103760
H -0.726246 0.193605 5.807005
H -3.004203 -2.002746 2.969951
H -4.919234 -0.240754 3.303386
H 2.256487 -1.613585 4.909565
H 1.632054 0.090038 4.777860
O -0.021147 -5.793012 1.621672
C 1.188509 -5.637953 2.058819
O 1.793386 -6.443222 2.740039
C 1.902966 -4.513193 1.419508
C 3.244528 -4.295764 1.506077
Cl 4.507527 -5.202313 2.159951
N 3.485647 -3.136750 0.914427
N 2.337059 -2.583420 0.471640
C 1.385789 -3.379839 0.821344
C 0.027011 -2.889310 0.515481
O -0.806280 -3.728567 0.119265
O -0.099642 -1.640953 0.462826
C 4.621119 -2.593803 0.271012
C 4.730134 -1.210613 0.200857
C 5.869366 -0.581027 -0.360170
C 6.874155 -1.393747 -0.898469
C 6.825786 -2.804833 -0.724511
C 5.668883 -3.367160 -0.128427
H -0.370838 -5.072756 0.995377
H 3.866193 -0.658288 0.456184
H 5.778344 0.460621 -0.635621
H 7.693253 -0.908293 -1.344888
H 7.541665 -3.526205 -1.055576
H 5.673043 -4.455858 -0.192699
I -2.162105 0.650273 0.607184
C -2.203450 2.245709 1.817283
C -3.365517 2.928704 1.969074
C -3.489472 3.937656 2.909983
C -2.437915 4.303724 3.749966
C -1.177362 3.619477 3.537293
C -0.014057 4.115230 4.116668
C 1.170526 3.550052 3.917188
C 1.261703 2.375148 3.136761
C 0.223317 1.817759 2.510809
C -1.078478 2.527932 2.695983
H -4.152466 2.764093 1.318858
H -4.420463 4.490267 2.956854
H -2.479221 5.131983 4.449188
H -0.001652 5.066051 4.625250
H 2.088766 4.007892 4.299859
H 2.299997 1.972994 3.001935
O 2.769227 2.235376 -1.017956
C 2.120145 1.197792 -1.127165
O 1.220837 0.697531 -0.340718
C 2.291638 0.450615 -2.459202
C 1.234791 -0.470840 -2.852344
Ge -0.389988 0.214225 -3.762432
C -1.662688 -1.220970 -3.718827
C -2.280270 -1.676037 -4.921100
C -3.151267 -2.784176 -4.860383
C -3.524821 -3.353289 -3.656938
C -3.012881 -2.849133 -2.486597
C -2.007707 -1.855689 -2.521913
C -1.059396 1.886235 -3.099586
C -0.167609 2.811245 -2.454972
C -0.693442 3.987860 -1.899447
C -2.077070 4.202435 -1.900664
C -2.956924 3.347115 -2.555680
C -2.428406 2.186855 -3.081948
C -0.006606 0.721966 -5.643249
C 0.264586 -0.170552 -6.659679
C 0.441902 0.256816 -7.996838
C 0.328003 1.593621 -8.312176
C -0.125879 2.466390 -7.311649
C -0.219978 2.040559 -6.018479
H 3.241794 -0.094791 -2.336281
H 2.477367 1.285179 -3.156485
H 0.916557 -1.230957 -2.103705
H 1.682513 -1.006417 -3.727638
H -2.018769 -1.211675 -5.860015
H -3.569682 -3.302949 -5.763856
H -4.324266 -4.098955 -3.636772
H -3.396767 -3.100387 -1.548684
H -1.510085 -1.502978 -1.676452
H 0.882235 2.579214 -2.363828
H -0.002418 4.561888 -1.320534
H -2.465506 5.107596 -1.453847
H -4.050930 3.566503 -2.408017
H -3.064915 1.454743 -3.583140
H 0.450258 -1.207794 -6.469999
H 0.725587 -0.484535 -8.730778
H 0.369408 1.910407 -9.371589
H -0.142587 3.578622 -7.624107
H -0.479869 2.771464 -5.299621

Forces on atoms 1 to 3 (eV/Å):
V -1.1419 0.2441 0.7614
C 2.1489 2.1819 0.6656
C 0.3649 -0.1067 0.0789

Summary:
Spin multiplicity: 3
HOMO-LUMO gap (spin up / spin down) in eV: 6.82 / 7.15
Maximum force in Eh/bohr: 0.0638
E_HOMO (spin up / spin down) in eV: -3.06 / -3.39
Total energy in Ha: -7061.29210
Charge: -2

Here are the Mulliken charges for atoms 1 to 99, given in e: atom 1 (V): -0.76, atom 2 (C): -1.44, atom 3 (C): 0.51, atom 4 (C): -0.27, atom 5 (C): -0.46, atom 6 (C): -0.03, atom 7 (C): -0.42, atom 8 (C): -0.34, atom 9 (S): 1.12, atom 10 (O): -0.69, atom 11 (O): -0.84, atom 12 (N): -0.25, atom 13 (C): -0.60, atom 14 (C): 0.36, atom 15 (O): -0.77, atom 16 (O): -0.07, atom 17 (H): 0.35, atom 18 (H): 0.25, atom 19 (H): 0.40, atom 20 (H): 0.20, atom 21 (H): 0.30, atom 22 (H): 0.39, atom 23 (H): 0.20, atom 24 (H): 0.52, atom 25 (H): 0.15, atom 26 (O): -0.54, atom 27 (C): 0.34, atom 28 (O): -0.72, atom 29 (C): -0.27, atom 30 (C): 0.16, atom 31 (Cl): -0.20, atom 32 (N): 0.85, atom 33 (N): -0.22, atom 34 (C): 0.29, atom 35 (C): 0.41, atom 36 (O): -1.00, atom 37 (O): 0.32, atom 38 (C): 0.35, atom 39 (C): 0.62, atom 40 (C): -1.04, atom 41 (C): -0.52, atom 42 (C): -0.78, atom 43 (C): -0.59, atom 44 (H): 0.44, atom 45 (H): 0.14, atom 46 (H): 0.43, atom 47 (H): 0.45, atom 48 (H): 0.38, atom 49 (H): 0.36, atom 50 (I): 0.32, atom 51 (C): 0.91, atom 52 (C): -0.93, atom 53 (C): -1.00, atom 54 (C): -0.88, atom 55 (C): 1.51, atom 56 (C): -1.24, atom 57 (C): -1.18, atom 58 (C): 0.33, atom 59 (C): -0.43, atom 60 (C): 0.81, atom 61 (H): 0.71, atom 62 (H): 0.42, atom 63 (H): 0.35, atom 64 (H): 0.32, atom 65 (H): 0.41, atom 66 (H): 0.19, atom 67 (O): -0.85, atom 68 (C): 0.46, atom 69 (O): 0.37, atom 70 (C): -0.96, atom 71 (C): -0.26, atom 72 (Ge): 2.33, atom 73 (C): 0.04, atom 74 (C): -0.69, atom 75 (C): -0.57, atom 76 (C): -0.54, atom 77 (C): -0.82, atom 78 (C): 0.25, atom 79 (C): -0.22, atom 80 (C): 0.42, atom 81 (C): -0.62, atom 82 (C): -0.39, atom 83 (C): -0.60, atom 84 (C): -0.01, atom 85 (C): -0.32, atom 86 (C): -0.08, atom 87 (C): -0.74, atom 88 (C): -0.40, atom 89 (C): -0.76, atom 90 (C): -0.30, atom 91 (H): 0.41, atom 92 (H): 0.36, atom 93 (H): -0.37, atom 94 (H): 0.54, atom 95 (H): 0.45, atom 96 (H): 0.26, atom 97 (H): 0.33, atom 98 (H): 0.48, atom 99 (H): -0.07